C18H27Cl3F4N4OSiV | ωB97M-V with the def2-TZVPD basis set

Last column: Mulliken spin population.
Geometry (Å):
V1 -0.41018 -0.12268 0.39716  1.0227
C1 -3.78333 0.97856 0.35372  0.0010
C2 -2.80014 1.65404 -0.58113  0.0095
N1 -1.71748 0.78744 -1.11413  -0.0173
C3 -0.92126 1.64249 -2.03553  0.0057
C4 0.21071 0.93192 -2.76540  0.0113
C5 -2.23422 -0.40349 -1.83241  0.0052
C6 -2.52478 -1.60969 -0.93516  -0.0042
N2 -1.45996 -1.73830 0.06493  -0.0133
C7 -1.15796 -2.95065 0.65065  -0.0006
C8 -0.10286 -2.95004 1.57524  0.0011
F1 0.53086 -1.76133 1.79694  0.0019
C9 0.33655 -4.06763 2.23820  0.0001
F2 1.36056 -3.95598 3.09429  -0.0002
C10 -0.25663 -5.29828 2.01638  0.0012
C11 -1.29014 -5.33427 1.10623  -0.0003
F3 -1.90624 -6.49565 0.84899  0.0000
C12 -1.73365 -4.20710 0.43177  0.0027
F4 -2.76203 -4.36207 -0.42523  -0.0001
H1 -4.34773 1.75006 0.87788  0.0002
H2 -3.27311 0.38033 1.11069  0.0004
H3 -4.49842 0.34691 -0.17128  -0.0007
H4 -2.30035 2.46278 -0.04588  0.0006
H5 -3.33394 2.09622 -1.43414  0.0000
H6 -0.52048 2.45015 -1.42170  -0.0071
H7 -1.60158 2.09817 -2.76656  -0.0001
H8 0.67674 0.15138 -2.16134  -0.0001
H9 0.99747 1.64822 -3.00319  -0.0002
H10 -0.11963 0.47802 -3.69899  0.0011
H11 -1.46254 -0.71328 -2.53389  0.0004
H12 -3.13015 -0.14896 -2.41447  -0.0004
H13 -2.58655 -2.47614 -1.59420  0.0011
H14 -3.49598 -1.51693 -0.44534  -0.0022
H15 0.06833 -6.18625 2.53582  0.0001
C13 1.88022 3.54772 0.86447  -0.0002
N3 2.80981 2.42995 0.87116  0.0050
C14 4.17428 2.68810 1.30464  0.0001
C15 4.64356 1.53032 2.15982  0.0010
C16 4.56770 0.27298 1.32466  -0.0006
N4 3.26441 0.15644 0.67449  -0.0005
C17 2.95873 -1.17132 0.17949  0.0074
C18 2.39807 1.18829 0.56451  0.0040
O1 1.20865 1.02045 0.17154  -0.0094
H16 1.93802 4.06498 1.82191  0.0000
H17 0.86392 3.19457 0.73670  -0.0009
H18 2.12657 4.24520 0.06010  -0.0002
H19 4.16937 3.62110 1.86604  -0.0001
H20 4.83284 2.82655 0.43916  -0.0002
H21 3.98595 1.44104 3.02649  0.0000
H22 5.66329 1.68682 2.51013  -0.0003
H23 4.70557 -0.61666 1.94219  0.0001
H24 5.35436 0.26783 0.56117  0.0003
H25 2.97652 -1.89281 0.99753  -0.0001
H26 3.69895 -1.46482 -0.56944  0.0004
H27 1.97550 -1.20259 -0.27969  0.0063
Cl1 -1.48264 2.99400 2.67854  -0.0038
Si1 -0.74753 0.97750 2.54020  -0.0273
Cl2 1.12385 1.26263 3.63189  -0.0007
Cl3 -1.91538 -0.00699 4.00801  0.0000

Electronic energy (eV): -109118.917
E_HOMO (spin up / spin down) (eV): -6.87 / -6.31
Energy relative to the best compared isomer or geometry (same formula, charge and spin) (kcal/mol): 0.8
2S+1: 2
Molecular weight (g/mol): 576.82
E_LUMO (spin up / spin down) (eV): 0.24 / 0.24